Entry 1:
# C5H6INO2

A 2-piece molecular cluster, C5H6INO2 overall (ωB97M-V/def2-TZVPD, the Open Molecules 2025 dataset).

```
15
Properties=species:S:1:pos:R:3:lowdin_charge:R:1
O -1.17 0.54 -2.23 0.038
N -0.78 1.24 -1.37 -0.131
C -0.25 1.75 -0.49 -0.022
C 0.01 2.63 0.61 -0.261
O -1.18 3.17 1.18 -0.044
H 0.66 2.07 1.30 0.067
H 0.56 3.55 0.29 0.136
H -1.69 3.61 0.52 0.082
C -0.15 -3.54 -0.06 -0.118
C 0.75 -2.39 -0.03 -0.269
C 1.48 -1.45 0.14 -0.684
I 2.80 0.03 0.52 0.899
H -0.28 -3.75 -1.21 0.120
H 0.39 -4.30 0.63 0.117
H -1.14 -3.17 0.21 0.071
```

The orbital gap is 9.494 eV. The calculation puts the relative energy (zero: lowest compared OMol25 entry of this formula, charge and spin) at 138.9 kcal/mol. For the LUMO energy, the calculation gives 0.25 eV. The calculation puts the HOMO energy at -9.248 eV.

=====

Entry 2:
# C28H41NO4

A 2-piece molecular cluster, C28H41NO4 overall (ωB97M-V/def2-TZVPD, the Open Molecules 2025 dataset).

```
74
Properties=species:S:1:pos:R:3:lowdin_charge:R:1
C 4.48 -0.08 1.88 -0.069
C 3.27 0.81 1.81 -0.237
O 2.33 0.36 2.79 -0.050
C 1.12 0.97 2.68 -0.494
C 0.31 0.60 3.81 -0.143
C -0.94 1.24 4.14 -0.394
O -1.71 0.73 4.97 -0.025
C -1.35 2.57 3.53 -0.130
C -2.18 2.33 2.28 -0.202
C -3.46 1.48 2.47 -0.192
C -3.36 0.07 1.84 -0.200
C -3.38 -1.10 2.83 -0.205
C -2.45 -2.26 2.44 -0.216
C -0.96 -2.02 2.76 -0.220
C -0.62 -2.21 4.23 -0.209
C 0.82 -1.81 4.55 -0.201
C 0.93 -0.31 4.84 -0.178
O 0.84 1.70 1.72 0.002
H 5.18 0.20 1.09 0.060
H 4.98 0.04 2.85 0.088
H 4.20 -1.13 1.75 0.071
H 3.51 1.87 2.03 0.139
H 2.77 0.76 0.83 0.071
H -1.93 3.12 4.29 0.120
H -0.45 3.12 3.27 0.103
H -2.47 3.30 1.87 0.100
H -1.51 1.87 1.54 0.088
H -3.70 1.41 3.54 0.105
H -4.28 2.01 1.98 0.096
H -4.22 -0.04 1.17 0.099
H -2.46 0.01 1.20 0.100
H -3.14 -0.74 3.85 0.093
H -4.41 -1.49 2.87 0.104
H -2.78 -3.16 2.97 0.102
H -2.52 -2.44 1.37 0.098
H -0.33 -2.70 2.16 0.102
H -0.67 -1.00 2.46 0.097
H -1.29 -1.59 4.85 0.104
H -0.80 -3.27 4.51 0.107
H 1.15 -2.33 5.46 0.098
H 1.51 -2.10 3.74 0.095
H 1.97 -0.01 4.97 0.106
H 0.36 -0.12 5.75 0.113
C 5.68 -5.17 -1.57 -0.173
C 4.91 -4.25 -0.63 -0.095
N 4.94 -2.85 -1.06 -0.054
C 3.79 -2.15 -1.03 0.000
C 3.67 -0.80 -1.36 -0.058
C 2.54 0.02 -1.23 0.037
C 2.50 1.26 -1.98 -0.207
C 1.37 1.59 -2.78 -0.009
C 1.40 2.69 -3.64 -0.064
C 2.52 3.53 -3.68 -0.061
C 3.63 3.25 -2.87 -0.066
C 3.63 2.11 -2.06 -0.027
C 6.20 -2.26 -1.48 -0.109
C 7.25 -3.36 -1.62 -0.162
O 6.72 -4.51 -2.29 -0.123
H 6.14 -5.99 -0.99 0.133
H 5.01 -5.59 -2.33 0.133
H 3.87 -4.56 -0.60 0.131
H 5.36 -4.33 0.37 0.142
H 2.91 -2.73 -0.72 0.155
H 4.56 -0.31 -1.76 0.105
H 1.63 -0.34 -0.74 0.149
H 0.51 0.92 -2.76 0.123
H 0.55 2.88 -4.30 0.113
H 2.55 4.39 -4.35 0.109
H 4.52 3.89 -2.90 0.112
H 4.51 1.87 -1.45 0.116
H 6.10 -1.74 -2.45 0.140
H 6.56 -1.53 -0.75 0.140
H 8.07 -3.05 -2.27 0.140
H 7.63 -3.61 -0.61 0.136
```

The orbital gap is 2.592 eV. The calculation puts the relative energy (zero: lowest compared OMol25 entry of this formula, charge and spin) at 7.3 kcal/mol. For the LUMO energy, the calculation gives -2.71 eV. The calculation puts the HOMO energy at -5.307 eV.

=====

Entry 3:
# C5H13NOS

A 2-piece molecular cluster, C5H13NOS overall (ωB97M-V/def2-TZVPD, the Open Molecules 2025 dataset).

```
21
Properties=species:S:1:pos:R:3:lowdin_charge:R:1
C 0.43 -1.95 -1.45 -0.057
C 0.11 0.51 -1.78 -0.045
C 1.68 -0.17 0.14 -0.118
C -2.05 1.57 1.87 -0.328
C 0.40 -0.60 -0.67 -0.752
N -0.67 -0.58 0.20 0.048
O 0.34 1.06 2.79 -0.523
S -0.32 1.50 1.55 0.876
H 0.40 -1.92 -2.63 0.110
H 1.38 -2.51 -1.15 0.083
H -0.40 -2.62 -1.09 0.074
H -0.04 1.36 -1.19 0.022
H -0.73 0.20 -2.28 0.041
H 1.05 0.48 -2.43 0.109
H 1.79 -0.65 1.25 0.114
H 2.69 -0.42 -0.46 0.110
H 1.61 0.97 0.40 0.036
H -2.61 1.89 0.99 0.047
H -2.07 2.39 2.76 0.105
H -2.41 0.65 2.21 0.015
H -0.59 -1.13 1.00 0.034
```

The orbital gap (alpha / beta) is 8.023 / 8.610 eV. The calculation puts the relative energy (zero: lowest compared OMol25 entry of this formula, charge and spin) at 108.5 kcal/mol. For the LUMO energy (alpha / beta), the calculation gives -0.33 / -0.49 eV. The calculation puts the HOMO energy (alpha / beta) at -8.358 / -9.103 eV.

=====

Entry 4:
# C5H10N

An isolated ion of composition C5H10N and charge +1 (ωB97M-V/def2-TZVPD, the Open Molecules 2025 dataset).

```
16
Properties=species:S:1:pos:R:3:lowdin_charge:R:1
C 0.97 0.03 0.06 -0.350
C 1.66 -0.63 -1.00 0.239
C 2.20 0.58 0.85 0.010
C -2.52 0.22 -0.53 -0.059
C -1.45 -0.46 0.47 -0.160
N -0.18 0.24 0.47 0.194
H 1.12 -0.57 -1.95 0.108
H 2.72 -0.98 -1.08 0.130
H 2.98 1.00 0.24 0.082
H 2.39 -0.35 1.54 0.160
H 1.85 1.42 1.49 0.103
H -2.33 1.32 -0.62 0.080
H -2.52 -0.32 -1.58 0.115
H -3.53 0.13 -0.06 0.084
H -1.39 -1.51 0.27 0.113
H -1.95 -0.11 1.42 0.150
```

The orbital gap (alpha / beta) is 7.027 / 8.410 eV. The calculation puts the relative energy (zero: lowest compared OMol25 entry of this formula, charge and spin) at 110.1 kcal/mol. The net charge is +1. For the LUMO energy (alpha / beta), the calculation gives -7.62 / -6.87 eV. The calculation puts the HOMO energy (alpha / beta) at -14.650 / -15.276 eV.

=====

Entry 5:
# C26H27IN8O5STi

C26H27IN8O5STi as an isolated structure (ωB97M-V/def2-TZVPD, the Open Molecules 2025 dataset).

```
69
Properties=species:S:1:pos:R:3:lowdin_charge:R:1
Ti -0.32 -1.08 0.46 1.204
C -3.20 -1.01 -0.44 -0.078
N -2.09 0.00 -0.40 -0.183
C -2.55 1.13 0.46 -0.078
C -2.26 0.84 1.90 -0.228
C -2.84 1.56 2.93 0.028
C -2.41 1.32 4.23 0.007
C -1.43 0.37 4.46 0.005
C -0.91 -0.32 3.38 -0.070
N -1.33 -0.09 2.13 0.019
C -1.80 0.52 -1.77 -0.062
C -0.61 -0.14 -2.41 -0.239
C -0.34 -0.01 -3.76 0.023
C 0.83 -0.57 -4.25 0.002
C 1.69 -1.23 -3.40 -0.024
C 1.35 -1.33 -2.06 -0.137
N 0.21 -0.81 -1.59 0.000
C -2.75 -2.28 -1.10 -0.243
C -3.57 -3.03 -1.92 0.027
C -3.07 -4.21 -2.45 -0.001
C -1.76 -4.58 -2.15 -0.002
C -1.01 -3.76 -1.34 -0.076
N -1.49 -2.63 -0.81 0.031
H -4.07 -0.58 -0.93 0.145
H -3.48 -1.22 0.60 0.150
H -3.61 1.31 0.31 0.152
H -2.01 2.03 0.18 0.132
H -3.59 2.30 2.71 0.137
H -2.85 1.87 5.05 0.132
H -1.06 0.17 5.45 0.131
H -0.14 -1.06 3.52 0.132
H -1.57 1.58 -1.69 0.129
H -2.69 0.43 -2.40 0.151
H -1.02 0.53 -4.40 0.134
H 1.08 -0.48 -5.31 0.130
H 2.62 -1.66 -3.74 0.129
H 2.00 -1.82 -1.34 0.107
H -4.58 -2.70 -2.13 0.132
H -3.68 -4.83 -3.09 0.130
H -1.33 -5.49 -2.55 0.127
H 0.02 -4.00 -1.10 0.124
N 3.96 -1.09 1.16 0.037
N 5.08 -0.40 0.69 -0.090
C 5.00 0.48 -0.33 -0.868
N 6.15 1.09 -0.65 0.096
S 3.58 0.83 -1.15 0.667
H 3.59 -0.64 1.99 0.066
H 4.24 -2.04 1.37 0.096
H 5.93 -0.43 1.24 0.150
H 7.02 0.88 -0.19 0.114
H 6.14 1.76 -1.39 0.096
I -0.43 6.98 -0.18 0.953
C 0.21 5.08 0.36 -0.727
C 0.55 4.82 1.68 -0.121
C 0.97 3.54 2.04 0.009
C 1.02 2.53 1.09 -0.153
C 0.70 2.81 -0.24 -0.055
C 0.30 4.08 -0.60 -0.134
C 1.40 1.18 1.53 -0.475
O 2.06 0.88 2.48 0.144
O 0.87 0.19 0.71 -0.182
H 0.50 5.60 2.43 0.105
H 1.26 3.33 3.06 0.132
H 0.82 2.03 -0.99 0.091
H 0.08 4.31 -1.64 0.101
O 0.44 -4.29 2.13 0.238
N 0.16 -3.27 1.60 -0.458
O -0.92 -2.61 1.80 -0.071
O 0.92 -2.66 0.74 -0.091
```

The orbital gap is 5.580 eV. The calculation puts the relative energy (zero: lowest compared OMol25 entry of this formula, charge and spin) at 7.8 kcal/mol. The net charge is +2. For the LUMO energy, the calculation gives -6.92 eV. The calculation puts the HOMO energy at -12.496 eV.

=====

Entry 6:
# C3H6N3O

An isolated ion of composition C3H6N3O and charge +1 (ωB97M-V/def2-TZVPD, the Open Molecules 2025 dataset).

```
13
Properties=species:S:1:pos:R:3:lowdin_charge:R:1
O -3.10 0.22 0.17 0.158
C -2.21 -0.53 0.17 -0.284
N -0.94 -0.18 -0.30 0.003
C -0.27 1.12 -0.27 -0.066
N 1.07 0.78 0.15 0.143
C 1.22 -0.54 0.16 -0.014
N 0.10 -1.16 -0.10 0.152
H -2.25 -1.58 0.32 0.133
H -0.44 1.85 -1.11 0.170
H -0.72 1.65 0.54 0.129
H 1.82 1.29 0.40 0.128
H 2.12 -0.98 0.61 0.189
H -0.01 -2.12 -0.26 0.160
```

The orbital gap is 9.894 eV. The calculation puts the relative energy (zero: lowest compared OMol25 entry of this formula, charge and spin) at 33.1 kcal/mol. The net charge is +1. For the LUMO energy, the calculation gives -4.33 eV. The calculation puts the HOMO energy at -14.224 eV.